No. 1
Here is a cluster of 7 separate species, C33H26BF4O21 in total from the OMol25 dataset. Energies are from ωB97M-V/def2-TZVPD.

Cartesian coordinates (Å):
B (0.279, 1.006, 0.896)
F (-0.880, 1.173, 0.204)
F (0.678, -0.227, 0.526)
F (1.161, 1.920, 0.559)
F (0.107, 0.981, 2.236)
C (6.843, 0.937, 2.354)
C (6.427, -0.519, 2.081)
C (5.034, -0.844, 1.781)
O (4.685, -2.065, 1.526)
C (4.080, 0.140, 1.862)
C (4.439, 1.528, 2.196)
C (5.880, 1.903, 2.377)
O (6.173, 3.062, 2.634)
O (3.471, 2.559, 2.339)
O (7.248, -1.630, 2.329)
H (7.810, 0.929, 2.598)
H (3.009, 0.024, 1.845)
H (3.004, 2.164, 1.779)
H (6.678, -2.307, 2.054)
C (4.560, -3.427, -1.886)
C (3.690, -2.181, -1.603)
C (4.218, -0.743, -1.599)
O (3.621, 0.262, -1.122)
C (5.571, -0.660, -2.014)
C (6.302, -1.818, -2.575)
C (5.869, -3.172, -2.386)
O (6.613, -4.139, -2.648)
O (7.669, -1.688, -2.983)
O (2.352, -2.103, -1.150)
H (4.041, -4.464, -1.994)
H (5.898, 0.371, -1.953)
H (7.924, -2.531, -3.380)
H (2.131, -1.285, -0.702)
C (-6.644, 0.886, -1.223)
C (-6.620, -0.330, -0.240)
C (-5.387, -0.799, 0.429)
O (-5.365, -1.675, 1.249)
C (-4.099, -0.144, 0.104)
C (-4.183, 1.016, -0.834)
C (-5.419, 1.558, -1.532)
O (-5.363, 2.430, -2.404)
O (-3.040, 1.767, -1.202)
O (-7.807, -0.977, 0.200)
H (-7.582, 1.421, -1.696)
H (-3.165, -0.178, 0.447)
H (-2.154, 1.596, -0.840)
H (-7.345, -1.624, 0.744)
C (-5.613, 2.863, 1.754)
C (-5.090, 3.988, 0.954)
C (-3.618, 4.306, 1.021)
O (-3.181, 5.336, 0.447)
C (-2.722, 3.441, 1.650)
C (-3.303, 2.171, 2.351)
C (-4.822, 1.885, 2.479)
O (-5.216, 0.977, 3.173)
O (-2.547, 1.144, 2.875)
O (-5.898, 4.787, 0.160)
H (-6.761, 2.760, 1.731)
H (-1.769, 3.388, 1.589)
H (-1.642, 1.461, 2.618)
H (-5.299, 5.336, -0.398)
C (-2.279, -5.136, 2.028)
C (-2.813, -4.899, 0.737)
C (-2.576, -3.740, 0.082)
O (-3.057, -3.446, -1.014)
C (-1.750, -2.648, 0.708)
C (-1.161, -2.884, 2.069)
C (-1.346, -4.112, 2.741)
O (-0.759, -4.339, 3.766)
O (-0.241, -1.949, 2.600)
O (-3.497, -5.821, 0.170)
H (-2.357, -6.093, 2.477)
H (-1.667, -1.676, 0.161)
H (-0.253, -1.200, 1.930)
H (-3.331, -5.749, -0.862)
C (1.158, 1.356, -3.019)
C (1.889, 2.000, -4.197)
O (2.982, 1.710, -4.603)
C (1.093, 3.190, -4.788)
H (1.456, 1.666, -2.062)
H (1.316, 0.198, -2.980)
H (0.038, 1.330, -3.099)
H (1.694, 4.177, -5.049)
H (0.130, 3.492, -4.193)
H (0.430, 2.614, -5.351)

Output
Energy relative to the best compared isomer or geometry (same formula, charge and spin) (kcal/mol): 9.48
Charge: -1
E_tot (eV): -89178.82632
Kohn-Sham gap (eV): 6.38

No. 2
Here is a structure of composition C33H26Cl4HfNO5P2SSe2 from the OMol25 dataset. Energies are from ωB97M-V/def2-TZVPD.

Cartesian coordinates (Å):
Hf (0.053, 0.351, -0.160)
Se (2.135, -0.858, 1.422)
P (3.179, -0.756, -0.472)
Se (2.168, 0.154, -2.150)
C (4.832, 0.012, -0.261)
C (5.478, 0.622, -1.333)
C (6.733, 1.191, -1.166)
C (7.355, 1.156, 0.075)
C (6.711, 0.562, 1.151)
C (5.451, 0.002, 0.985)
C (3.632, -2.494, -0.881)
C (4.375, -3.250, 0.027)
C (4.620, -4.593, -0.207)
C (4.106, -5.208, -1.347)
C (3.361, -4.465, -2.249)
C (3.129, -3.111, -2.018)
H (4.978, 0.665, -2.293)
H (7.220, 1.675, -2.005)
H (8.331, 1.609, 0.208)
H (7.182, 0.546, 2.127)
H (4.922, -0.421, 1.831)
H (4.741, -2.789, 0.937)
H (5.194, -5.169, 0.509)
H (4.275, -6.265, -1.517)
H (2.940, -4.938, -3.128)
H (2.540, -2.521, -2.711)
O (-0.904, 3.351, -3.195)
C (-0.921, 2.858, -2.078)
O (-0.499, 1.673, -1.778)
C (-1.496, 3.627, -0.893)
P (-2.141, 2.393, 0.271)
C (-2.502, 3.387, 1.765)
C (-3.764, 3.744, 2.229)
C (-3.903, 4.463, 3.411)
C (-2.782, 4.844, 4.135)
C (-1.517, 4.493, 3.676)
C (-1.377, 3.759, 2.509)
C (-3.782, 1.968, -0.406)
C (-4.613, 1.134, 0.345)
C (-5.819, 0.687, -0.170)
C (-6.210, 1.055, -1.453)
C (-5.380, 1.862, -2.216)
C (-4.169, 2.310, -1.699)
H (-2.208, 4.388, -1.208)
H (-0.646, 4.094, -0.390)
H (-4.647, 3.460, 1.670)
H (-4.894, 4.719, 3.768)
H (-2.893, 5.400, 5.058)
H (-0.635, 4.778, 4.236)
H (-0.394, 3.442, 2.176)
H (-4.307, 0.813, 1.335)
H (-6.440, 0.027, 0.423)
H (-7.146, 0.694, -1.863)
H (-5.663, 2.135, -3.226)
H (-3.522, 2.914, -2.324)
O (0.331, -1.771, -0.697)
N (-0.496, -2.713, -1.106)
C (-0.205, -3.956, -0.658)
C (-0.919, -5.042, -1.078)
C (-1.971, -4.826, -1.979)
C (-2.265, -3.557, -2.397)
C (-1.535, -2.425, -1.951)
S (-1.825, -0.816, -2.353)
H (0.621, -3.981, 0.038)
H (-0.662, -6.023, -0.705)
H (-2.564, -5.661, -2.335)
H (-3.078, -3.362, -3.083)
Cl (1.413, 2.411, 0.389)
Cl (-0.246, -2.427, 3.471)
C (-2.098, -0.619, 3.061)
Cl (-3.520, -1.568, 2.871)
Cl (-2.005, 0.352, 4.473)
C (-1.371, -0.194, 1.886)
O (-1.634, -0.660, 0.722)
O (-0.437, 0.662, 1.956)

Output
Charge: -2
Multiplicity: 2
E_tot (eV): -257881.82746
⟨S²⟩: 0.75
Kohn-Sham gap (alpha / beta) (eV): 6.36 / 6.70

No. 3
Here is a structure of composition C33H26GeMnN2O6S from the OMol25 dataset. Energies are from ωB97M-V/def2-TZVPD.

Cartesian coordinates (Å):
Mn (-0.159, -0.059, -0.651)
O (6.613, 0.279, 1.565)
C (6.479, -0.769, 0.929)
O (7.007, -1.874, 1.015)
C (5.408, -0.650, -0.188)
C (4.812, 0.685, -0.461)
C (2.670, 0.949, -0.748)
N (1.625, -0.002, -0.797)
C (2.267, -1.295, -1.010)
C (4.773, -1.613, -0.844)
C (1.239, -2.144, -1.818)
O (1.579, -3.072, -2.515)
O (0.058, -1.723, -1.569)
H (5.532, 1.495, -0.550)
H (2.311, 1.950, -0.984)
H (4.969, -2.666, -0.774)
S (-2.202, 0.362, -2.032)
C (-2.771, -0.548, -0.702)
C (-4.088, -1.015, -0.569)
C (-4.416, -1.786, 0.520)
C (-3.432, -2.073, 1.472)
C (-2.170, -1.542, 1.300)
N (-1.840, -0.802, 0.243)
H (-4.801, -0.751, -1.334)
H (-5.420, -2.166, 0.651)
H (-3.646, -2.692, 2.331)
H (-1.386, -1.696, 2.034)
O (-1.532, 3.226, 1.174)
C (-0.536, 2.785, 0.634)
O (-0.401, 1.574, 0.220)
C (0.735, 3.640, 0.479)
C (1.654, 3.222, 1.628)
Ge (3.614, 2.833, 1.368)
C (3.620, 0.983, 0.511)
C (3.405, -0.011, 1.560)
C (2.789, -1.243, 1.472)
C (2.314, -1.902, 0.358)
C (3.647, -1.068, -1.684)
C (3.836, 0.456, -1.614)
C (4.671, 3.998, 0.150)
C (4.099, 4.701, -0.905)
C (4.900, 5.378, -1.810)
C (6.277, 5.364, -1.665)
C (6.858, 4.670, -0.617)
C (6.057, 3.981, 0.277)
C (4.216, 2.946, 3.275)
C (3.549, 2.179, 4.225)
C (3.871, 2.253, 5.568)
C (4.854, 3.127, 5.995)
C (5.500, 3.927, 5.066)
C (5.186, 3.835, 3.720)
H (0.470, 4.693, 0.553)
H (1.160, 3.450, -0.506)
H (1.290, 2.269, 2.023)
H (1.560, 3.945, 2.436)
H (3.830, 0.237, 2.521)
H (2.708, -1.792, 2.404)
H (1.831, -2.860, 0.479)
H (3.627, -1.485, -2.693)
H (4.016, 0.953, -2.567)
H (3.023, 4.726, -1.011)
H (4.450, 5.914, -2.634)
H (6.899, 5.891, -2.373)
H (7.934, 4.661, -0.507)
H (6.502, 3.407, 1.080)
H (2.750, 1.520, 3.912)
H (3.349, 1.624, 6.277)
H (5.114, 3.183, 7.044)
H (6.257, 4.623, 5.400)
H (5.694, 4.478, 3.013)

Output
Energy relative to the best compared isomer or geometry (same formula, charge and spin) (kcal/mol): 116.70
Charge: -1
Multiplicity: 5
E_tot (eV): -148580.45143
⟨S²⟩: 6.20
Kohn-Sham gap (alpha / beta) (eV): 5.41 / 5.81

No. 4
Here is a structure of composition C33H26IN5O10STi from the OMol25 dataset. Energies are from ωB97M-V/def2-TZVPD.

Cartesian coordinates (Å):
Ti (-0.184, -0.012, -0.033)
O (-2.348, 0.657, 2.630)
S (-1.082, 0.318, 3.229)
O (-1.072, -0.802, 4.146)
N (0.023, 0.153, 2.071)
C (1.390, 0.080, 2.484)
C (1.852, 0.021, 3.806)
C (3.214, -0.051, 4.080)
C (4.144, -0.074, 3.062)
C (3.725, -0.022, 1.721)
C (4.637, -0.055, 0.615)
C (4.117, -0.005, -0.691)
C (2.769, 0.090, -0.895)
N (1.855, 0.134, 0.132)
C (2.338, 0.065, 1.435)
C (-0.674, 1.724, 4.281)
C (-0.305, 2.959, 3.767)
C (-0.184, 4.044, 4.628)
C (-0.441, 3.903, 5.987)
C (-0.806, 2.662, 6.494)
C (-0.923, 1.570, 5.644)
H (1.148, -0.009, 4.622)
H (3.540, -0.103, 5.115)
H (5.207, -0.145, 3.277)
H (5.705, -0.129, 0.801)
H (4.775, -0.045, -1.554)
H (2.358, 0.128, -1.896)
H (-0.127, 3.051, 2.703)
H (0.106, 5.008, 4.226)
H (-0.359, 4.759, 6.648)
H (-1.004, 2.542, 7.554)
H (-1.211, 0.594, 6.015)
C (-0.193, 2.006, -3.938)
C (-0.225, 1.603, -2.498)
N (-0.235, 0.360, -2.108)
O (-0.210, -0.570, -3.140)
C (-0.213, 2.555, -1.431)
C (-0.188, 4.031, -1.581)
N (-0.194, 2.019, -0.235)
O (-0.095, 2.822, 0.747)
H (-0.189, 1.121, -4.564)
H (0.704, 2.595, -4.151)
H (-1.067, 2.614, -4.187)
H (-0.658, -1.342, -2.749)
H (-0.204, 4.323, -2.633)
H (0.707, 4.443, -1.102)
H (-1.047, 4.475, -1.068)
O (-1.106, -2.888, -2.006)
C (-0.277, -2.937, -1.095)
O (0.359, -1.971, -0.573)
C (0.083, -4.317, -0.561)
C (-0.607, -5.423, -1.025)
C (-0.291, -6.694, -0.564)
C (0.728, -6.864, 0.356)
C (1.411, -5.753, 0.802)
C (1.103, -4.481, 0.366)
N (2.521, -5.947, 1.772)
O (3.088, -4.976, 2.181)
O (2.792, -7.082, 2.094)
H (-1.398, -5.259, -1.746)
H (-0.838, -7.555, -0.924)
H (1.003, -7.838, 0.734)
H (1.654, -3.622, 0.732)
I (-3.343, -5.530, 5.071)
C (-3.216, -4.140, 3.501)
C (-1.982, -3.830, 2.964)
C (-1.908, -2.857, 1.970)
C (-3.044, -2.237, 1.487)
C (-4.278, -2.579, 2.039)
C (-4.376, -3.518, 3.053)
C (-3.063, -1.181, 0.398)
O (-4.134, -0.970, -0.143)
O (-1.963, -0.566, 0.049)
H (-1.079, -4.305, 3.325)
H (-0.934, -2.572, 1.610)
H (-5.160, -2.083, 1.659)
H (-5.335, -3.752, 3.497)

Output
Energy relative to the best compared isomer or geometry (same formula, charge and spin) (kcal/mol): 25.80
Charge: -2
Multiplicity: 3
E_tot (eV): -104620.85486
⟨S²⟩: 2.04
Kohn-Sham gap (alpha / beta) (eV): 3.25 / 5.61